Density functional theory data (the ωB97M-V functional and the def2-TZVPD basis) for C5H10O3Pr as an isolated structure at a distorted geometry.

Geometry as XYZ:
```
19
Properties=species:S:1:pos:R:3:lowdin_spin:R:1
C 2.928 0.617 -0.600 0.186
H 1.678 1.247 1.642 0.232
O 1.007 -0.360 0.162 0.061
H 2.719 -1.417 0.107 0.009
H -2.059 -1.510 -0.038 0.000
H 4.002 0.589 -0.820 0.003
O -1.367 0.444 -0.186 -0.003
C 2.353 -0.395 0.259 0.300
H -3.098 0.966 0.836 0.000
H -2.633 1.994 -0.572 0.000
H 0.115 -1.673 -1.094 0.001
C -1.265 -0.867 0.367 0.001
C -2.693 0.972 -0.186 0.000
Pr 0.395 1.966 -0.140 2.153
H 0.360 -2.279 0.615 0.000
C 0.080 -1.433 -0.023 0.001
O 2.183 1.587 -0.948 0.053
H -1.377 -0.808 1.460 0.001
H -3.329 0.363 -0.841 0.000
```

As for the HOMO energy (spin up / spin down): -17.152 / -16.657 eV. For the molar mass, the calculation gives 259.040 g/mol. The calculation puts the energy above the lowest of the compared OMol25 structures with the same formula, charge and spin at 22.2 kcal/mol. Its total energy is -938.4764 hartree. The expectation value of S² is 3.757. The total charge is +2. As for the multiplicity: 4. The lowest unoccupied orbital energy (spin up / spin down) comes out at -9.10 / -10.40 eV.

***

Density functional theory data (the ωB97M-V functional and the def2-TZVPD basis) for C7H7N2O3PSSn as an isolated structure at a distorted geometry.

Geometry as XYZ:
```
22
Properties=species:S:1:pos:R:3:lowdin_charge:R:1
H 0.682 -2.152 1.438 0.122
S -1.277 3.726 2.890 1.053
C 0.451 -1.029 1.455 0.007
H -0.689 -0.938 3.527 0.123
O 0.772 -1.866 -3.668 -0.150
O -1.001 -1.879 -1.409 -0.371
C 1.645 -0.757 -1.006 -0.148
C -0.554 1.229 2.534 -0.218
H -1.851 -1.381 -1.557 -0.259
P 0.249 -1.057 -2.278 0.693
N -0.459 3.593 1.400 -0.210
N -1.232 2.098 3.453 -0.241
H 2.182 -1.717 -0.699 0.120
H 0.511 -1.297 -4.440 0.112
C 0.640 1.432 0.185 0.124
H 2.411 -0.011 -1.406 0.134
C -0.113 2.196 1.336 -0.262
C 0.896 -0.106 0.269 -0.191
H 0.978 2.017 -0.733 0.136
Sn -3.578 -2.070 -1.211 1.670
C -0.307 -0.334 2.640 0.086
O -0.357 0.305 -2.719 -0.331
```

As for the HOMO energy: -14.592 eV. For the molar mass, the calculation gives 348.896 g/mol. Its total energy is -1559.0925 hartree. The total charge is +2. The lowest unoccupied orbital energy comes out at -11.68 eV.

***

Density functional theory data (the ωB97M-V functional and the def2-TZVPD basis) for a 2-piece molecular cluster, C2H7N3S overall at a distorted geometry.

Geometry as XYZ:
```
13
Properties=species:S:1:pos:R:3:nbo_charge:R:1
S 2.816 0.755 -0.231 0.124
H -1.334 1.338 -1.032 0.201
C -1.512 0.829 -0.117 -0.370
H 2.824 1.814 0.538 0.136
C -2.158 -0.238 -0.261 -0.414
H -0.112 -0.819 0.871 0.410
N 1.309 0.513 0.549 -0.472
H -1.116 1.033 0.879 0.198
H -2.273 -0.747 0.654 0.182
N 1.129 -1.722 -0.264 -0.499
H 2.150 -1.642 -0.792 0.326
N 0.836 -0.691 0.399 -0.026
H -2.558 -0.422 -1.192 0.203
```

As for the HOMO energy: -8.317 eV. For the molar mass, the calculation gives 105.166 g/mol. The calculation puts the energy above the lowest of the compared OMol25 structures with the same formula, charge and spin at 112.1 kcal/mol. Its total energy is -642.6741 hartree. The total charge is 0. The lowest unoccupied orbital energy comes out at 0.91 eV.